(1)
53
Properties=species:S:1:pos:R:3:forces:R:3:mulliken_charge:R:1 method="wB97M-V/def2-TZVPD" e_tot_ha=-2658.4666 homo_lumo_gap_ev=8.47
C 4.4165 -3.2310 1.4019 0.1 0.4 -0.3 -0.79
C 4.2383 -1.9397 1.0943 0.0 -0.6 0.0 -0.03
C 2.9306 -1.1914 1.2338 0.3 -0.5 -1.0 -0.69
N 2.1067 -1.1717 0.0077 -0.5 0.2 -0.1 0.65
C 2.1857 -0.2710 -0.9745 0.0 -0.1 0.2 0.16
C 3.1255 0.8753 -1.0347 -0.4 0.4 -0.3 -1.28
C 2.6920 2.1182 -0.2301 -0.1 -0.7 0.6 -0.79
C 1.2558 2.6083 -0.3905 0.1 0.3 -0.6 -0.89
S 1.2744 4.2669 0.2931 0.0 -0.1 0.9 1.27
O 2.2679 5.0153 -0.4049 -0.2 0.2 -0.3 -0.63
O 1.4032 4.1014 1.7086 0.0 -0.1 -0.1 -0.60
O -0.1379 4.8776 -0.0164 0.2 -0.2 -0.6 -0.40
N 1.2592 -0.5918 -1.8850 -0.1 -0.4 0.1 0.03
C 0.5722 -1.7260 -1.4951 0.2 -0.2 0.7 0.68
C -0.5192 -2.3634 -2.2853 0.6 0.0 0.3 -1.26
C -1.9219 -2.0322 -1.8296 0.0 0.2 -0.2 0.60
O -2.8290 -2.0404 -2.5954 -0.4 0.0 -0.1 -0.52
O -1.9983 -1.7845 -0.5104 0.2 -0.5 0.2 -0.15
C -3.1167 -0.9648 -0.1028 -0.6 0.2 0.5 0.64
C -3.9153 -1.4761 1.0381 0.3 -0.4 0.4 -1.04
O -3.2897 0.0503 -0.6509 0.3 0.6 -0.8 -0.41
C 1.0912 -2.0799 -0.2811 0.2 0.1 -0.7 0.68
C 0.6772 -3.1833 0.6268 -0.3 0.7 0.2 -1.39
C -0.1703 -2.6137 1.7486 0.0 -0.2 -0.3 0.74
O -0.2539 -1.4832 2.0569 0.0 0.5 0.3 -0.40
F -0.8278 -3.5754 2.4008 0.0 -0.2 0.0 -0.32
H 5.3613 -3.5659 1.8103 0.4 -0.2 -1.0 0.28
H 3.6765 -4.0010 1.2160 -0.5 0.1 1.1 0.21
H 5.1000 -1.3814 0.7438 0.2 0.4 0.9 0.35
H 3.1702 -0.1710 1.5109 -0.2 0.1 0.1 0.28
H 2.3382 -1.6304 2.0239 -0.2 0.1 0.1 0.46
H 4.0869 0.5480 -0.6479 0.2 0.0 -0.1 0.27
H 3.2498 1.1487 -2.0816 0.1 -0.1 -0.1 0.46
H 3.3683 2.9299 -0.4796 0.2 0.0 0.0 0.63
H 2.8183 1.8574 0.8200 0.2 0.3 0.1 0.26
H 0.5134 2.0340 0.1593 0.0 -0.1 0.0 0.61
H 0.9838 2.6828 -1.4451 -0.1 0.1 0.0 0.45
H -0.8164 4.1974 -0.1625 -0.4 0.1 0.2 0.38
H 1.0654 -0.1019 -2.7447 0.2 0.2 0.0 0.32
H -0.4375 -2.1116 -3.3378 -0.1 0.0 -0.1 0.46
H -0.3966 -3.4434 -2.1992 -0.1 -0.1 -0.1 0.33
H -3.9559 -0.6968 1.7953 -0.1 0.2 -0.1 0.30
H -4.9336 -1.6506 0.7020 -0.1 0.0 -0.1 0.33
H -3.4996 -2.3771 1.4809 0.0 -0.1 -0.1 0.32
H 1.5277 -3.6656 1.1032 0.0 -0.3 -0.2 0.06
H 0.0691 -3.8933 0.0751 0.1 -0.3 0.0 0.42
F -4.8305 3.7035 1.6835 -0.6 -0.4 0.0 -0.35
P -5.1234 3.3050 0.1090 -0.6 0.1 -0.2 0.95
F -6.0119 4.6907 0.1880 0.9 0.2 -0.2 -0.33
F -6.5539 2.5886 -0.3201 0.0 0.3 0.8 -0.35
F -4.9966 3.6625 -1.5030 0.1 -0.9 0.1 -0.34
F -4.8300 1.7577 0.6240 0.3 0.0 -0.6 -0.29
F -3.4594 3.3901 -0.0472 0.2 0.7 0.3 -0.31

(2)
12
Properties=species:S:1:pos:R:3:forces:R:3:mulliken_charge:R:1 method="wB97M-V/def2-TZVPD" e_tot_ha=-946.9818 homo_lumo_gap_ev=8.48
C -0.1086 -0.6742 0.1848 -0.2 0.9 -0.6 -0.68
C 1.2717 -0.1772 0.1261 2.7 0.6 1.1 -0.06
N 0.7901 0.1500 -3.9162 -0.9 0.5 0.3 -0.57
N 1.5497 0.7874 -0.6542 -1.3 -0.2 -0.8 -0.32
Cl 3.1244 1.1718 -1.1796 0.3 -0.2 0.8 -0.08
I 1.4402 -1.5017 -3.0858 -0.4 -0.5 -1.2 0.33
H -0.5926 -0.1008 -0.5990 -0.7 0.4 0.3 0.26
H 0.0288 -1.6190 -0.3585 -0.8 -0.7 1.2 0.21
H -0.6038 -0.5421 1.1817 0.4 -0.9 -1.0 0.31
H 2.0543 -0.6782 0.7595 -0.5 0.2 -0.7 0.34
H 1.2697 -2.7599 -4.3028 0.0 0.9 1.0 0.08
H -0.1773 0.3845 -3.5255 1.4 -1.0 -0.4 0.18

(3)
10
Properties=species:S:1:pos:R:3:forces:R:3:mulliken_charge:R:1 method="wB97M-V/def2-TZVPD" e_tot_ha=-751.8064 homo_lumo_gap_ev=7.57
C -1.4352 0.3371 -0.2869 -0.7 1.0 2.2 0.02
C -0.0887 -0.2331 -0.3410 -4.0 -0.2 1.2 0.62
C 1.2841 -0.0236 -0.3067 5.2 0.7 -2.1 -0.81
O -1.0931 -0.9969 -0.7454 2.0 0.4 -0.6 -0.27
F 0.1418 -0.8614 2.0701 0.4 0.3 -1.8 -0.72
Cl -2.1566 0.2209 1.3529 -0.3 0.8 -1.6 -0.06
H -1.9448 1.1479 -0.9306 1.2 -1.8 0.7 0.30
H 1.5564 0.4201 0.6339 -0.4 -0.1 0.9 0.32
H 1.7232 0.8949 -0.9954 -1.7 -2.2 1.0 0.31
H 2.0130 -0.9059 -0.4508 -1.7 1.2 0.1 0.29

(4)
22
Properties=species:S:1:pos:R:3:forces:R:3:mulliken_charge:R:1 method="wB97M-V/def2-TZVPD" e_tot_ha=-1720.8541 smiles="CC(C)(C)N(CCl)S(=O)(=O)Cl" homo_lumo_gap_ev=10.40
C 1.7140 -0.9713 0.1874 -2.2 -0.6 2.1 -1.84
C 0.6287 0.1924 -0.1902 2.0 -1.8 1.8 1.48
C 0.4099 0.1098 -1.6559 -1.3 1.2 -2.1 -1.49
C 1.2129 1.5151 0.3232 -0.1 0.5 -0.4 -1.28
N -0.6071 -0.0742 0.6120 -1.0 2.0 -1.7 -0.07
C -1.0269 -1.2771 1.1297 -2.2 -0.8 -0.2 -0.68
Cl -1.3285 -2.6326 -0.1113 0.1 0.0 0.3 -0.19
S -2.0109 0.8541 0.2353 -0.2 4.8 1.6 1.09
O -1.7249 2.1691 -0.4050 0.2 -3.6 1.2 -0.54
O -2.7623 0.9608 1.5035 1.1 -1.0 -2.6 -0.57
Cl -3.0988 -0.1114 -1.1697 0.0 -0.2 0.3 -0.13
H 2.6711 -0.6694 -0.1430 0.9 0.4 -0.9 0.57
H 1.8654 -0.9727 1.3554 -0.6 -0.3 -2.1 0.42
H 1.4636 -2.0281 -0.2203 0.3 1.9 0.8 0.33
H 0.0367 1.1456 -2.0947 0.6 -2.3 0.8 0.35
H -0.3469 -0.6928 -1.8126 0.5 0.7 -0.4 0.30
H 1.3226 -0.1901 -2.2090 -0.4 0.3 0.4 0.42
H 2.0980 1.2535 0.9649 -0.7 0.9 -0.7 0.37
H 1.4359 2.1248 -0.6124 0.2 -0.4 1.6 0.27
H 0.4343 2.0435 0.9347 1.0 -0.3 -0.6 0.31
H -2.0182 -1.0102 1.5729 0.9 -1.2 0.1 0.45
H -0.3683 -1.7389 1.8052 0.9 -0.3 0.9 0.43